Formula: C19H24O5
Source: OMol25
Level of theory: the ωB97M-V functional and the def2-TZVPD basis

Atoms and positions in Å:
C (-0.088, 2.613, -2.855)
C (1.313, 2.566, -2.265)
H (1.497, 3.438, -1.632)
H (2.074, 2.508, -3.047)
O (1.487, 1.384, -1.472)
C (1.397, 1.507, -0.150)
O (1.226, 2.539, 0.436)
C (1.593, 0.167, 0.551)
H (1.581, 0.379, 1.622)
C (2.972, -0.372, 0.151)
O (4.027, 0.115, 0.430)
O (2.842, -1.479, -0.563)
C (1.477, -1.877, -0.784)
C (1.391, -3.350, -0.381)
H (0.386, -3.735, -0.529)
H (2.082, -3.931, -0.987)
H (1.668, -3.473, 0.663)
C (1.211, -1.712, -2.279)
H (1.951, -2.291, -2.825)
H (0.222, -2.071, -2.545)
H (1.316, -0.670, -2.566)
C (0.628, -0.965, 0.159)
H (0.427, -1.545, 1.064)
C (-0.705, -0.462, -0.409)
C (-1.288, 0.714, 0.376)
O (-1.851, 1.602, -0.228)
C (-1.161, 0.774, 1.852)
C (-1.028, 2.048, 2.408)
C (-0.884, 2.212, 3.771)
C (-0.898, 1.107, 4.606)
C (-1.064, -0.160, 4.069)
C (-1.191, -0.330, 2.703)
H (-1.347, -1.325, 2.317)
H (-1.096, -1.022, 4.719)
H (-0.787, 1.229, 5.673)
H (-0.764, 3.202, 4.183)
H (-1.012, 2.899, 1.745)
H (-0.542, -0.076, -1.419)
C (-1.792, -1.552, -0.513)
C (-2.895, -1.144, -1.483)
H (-3.686, -1.890, -1.491)
H (-3.325, -0.189, -1.194)
H (-2.502, -1.048, -2.492)
H (-2.232, -1.743, 0.466)
H (-1.337, -2.481, -0.858)
H (-0.212, 3.534, -3.417)
H (-0.251, 1.769, -3.522)
H (-0.831, 2.583, -2.060)

Values from the calculation:
Net charge: 0
Gap between HOMO and LUMO, eV: 9.78
ΔE to the lowest compared entry with this formula, charge and spin, kcal/mol: 0.0
E_LUMO, eV: 0.190
SMILES string: CCOC(=O)[C@@H]1C(=O)OC(C)(C)[C@@H]1[C@@H](CC)C(=O)c1ccccc1
E_HOMO, eV: -9.59

***

Formula: C10H30MgNO8S5
Source: OMol25
Level of theory: the ωB97M-V functional and the def2-TZVPD basis

Atoms and positions in Å:
Mg (0.279, -0.132, -0.349)
N (2.744, -1.986, -0.304)
O (2.793, -3.088, -0.893)
O (3.743, -1.454, -0.007)
O (1.655, -1.466, -0.028)
C (-3.096, -2.466, 1.889)
S (-1.236, -2.452, 1.493)
O (-0.994, -1.249, 0.549)
C (-0.788, -1.882, 3.172)
H (-3.392, -1.469, 2.213)
H (-3.303, -3.240, 2.628)
H (-3.758, -2.670, 1.047)
H (-1.173, -2.593, 3.903)
H (-1.129, -0.895, 3.481)
H (0.291, -1.753, 3.248)
C (0.430, -3.167, -3.414)
S (-0.951, -2.203, -2.640)
O (-0.297, -1.067, -1.821)
C (-1.599, -1.424, -4.193)
H (1.172, -2.428, -3.715)
H (0.189, -3.602, -4.385)
H (0.743, -3.909, -2.680)
H (-1.942, -2.146, -4.935)
H (-0.830, -0.774, -4.611)
H (-2.447, -0.764, -4.017)
C (-3.013, 1.723, 1.144)
S (-2.548, 1.728, -0.596)
O (-1.194, 1.014, -0.580)
C (-3.715, 0.398, -1.146)
H (-2.859, 0.743, 1.596)
H (-4.081, 1.915, 1.251)
H (-2.571, 2.561, 1.682)
H (-3.512, 0.060, -2.162)
H (-4.694, 0.872, -1.067)
H (-3.626, -0.402, -0.412)
C (2.903, 2.940, -0.363)
S (2.223, 2.182, -1.834)
O (1.305, 1.045, -1.367)
C (3.630, 1.316, -2.639)
H (2.876, 2.291, 0.513)
H (2.227, 3.762, -0.128)
H (3.937, 3.265, -0.481)
H (4.201, 2.136, -3.075)
H (3.194, 0.596, -3.331)
H (4.217, 0.749, -1.917)
C (0.413, 2.998, 3.004)
S (0.754, 1.143, 2.709)
O (0.781, 0.829, 1.206)
C (2.501, 1.135, 3.232)
H (1.303, 3.499, 2.620)
H (0.138, 3.086, 4.055)
H (-0.462, 3.281, 2.420)
H (2.932, 0.163, 2.992)
H (2.686, 1.251, 4.300)
H (2.951, 1.997, 2.741)

Values from the calculation:
Net charge: +1
Gap between HOMO and LUMO, eV: 8.19
ΔE to the lowest compared entry with this formula, charge and spin, kcal/mol: 51.1
E_LUMO, eV: -2.123
E_HOMO, eV: -10.31

***

Formula: C3HNaO2
Source: OMol25
Level of theory: the ωB97M-V functional and the def2-TZVPD basis

Atoms and positions in Å:
C (0.665, -0.843, 2.429)
C (-0.441, 0.660, -1.334)
O (-0.388, -1.058, 2.053)
O (1.634, 0.666, 0.105)
C (0.728, 0.811, -0.837)
Na (-2.037, -0.699, 0.022)
H (-0.160, 0.463, -2.438)

Values from the calculation:
Net charge: 0
Gap between HOMO and LUMO, eV: 6.28
ΔE to the lowest compared entry with this formula, charge and spin, kcal/mol: 14.4
E_LUMO, eV: -1.117
E_HOMO, eV: -7.39

***

Formula: C44H45BrIIrN6O5S
Source: OMol25
Level of theory: the ωB97M-V functional and the def2-TZVPD basis

Atoms and positions in Å:
Ir (0.166, 0.556, -0.126)
C (3.775, -0.792, -2.653)
C (2.545, -0.607, -3.462)
N (2.595, -0.464, -4.742)
C (1.544, -0.266, -5.519)
C (0.269, -0.136, -4.987)
C (-0.896, 0.135, -5.911)
O (-1.634, 1.242, -5.427)
C (0.116, -0.264, -3.593)
C (-1.173, -0.131, -2.991)
N (-1.413, 0.002, -1.733)
C (-2.715, 0.134, -1.265)
C (-3.687, 0.872, -1.951)
C (-4.969, 0.986, -1.447)
C (-5.323, 0.345, -0.269)
C (-4.375, -0.387, 0.434)
C (-3.084, -0.452, -0.049)
I (-1.584, -1.452, 1.093)
C (1.258, -0.555, -2.765)
O (1.225, -0.748, -1.527)
H (4.656, -0.586, -3.253)
H (3.824, -1.820, -2.289)
H (3.757, -0.139, -1.783)
H (1.735, -0.218, -6.581)
H (-1.537, -0.760, -5.970)
H (-0.508, 0.330, -6.913)
H (-2.116, 1.643, -6.159)
H (-2.017, -0.138, -3.677)
H (-3.414, 1.369, -2.870)
H (-5.699, 1.572, -1.982)
H (-6.327, 0.421, 0.116)
H (-4.646, -0.898, 1.345)
C (1.668, 3.391, 1.246)
O (1.708, 1.973, 1.337)
C (2.502, 1.449, 2.317)
C (3.358, 2.205, 3.102)
C (4.159, 1.580, 4.057)
Br (5.350, 2.642, 5.092)
C (4.087, 0.219, 4.261)
C (3.202, -0.560, 3.505)
C (2.426, 0.053, 2.510)
O (1.571, -0.634, 1.692)
C (3.177, -1.971, 3.849)
N (4.212, -2.513, 4.473)
C (3.904, -3.793, 4.726)
C (4.644, -4.789, 5.391)
C (4.029, -6.003, 5.601)
C (2.730, -6.248, 5.144)
C (1.974, -5.272, 4.485)
C (2.581, -4.056, 4.258)
N (2.157, -2.868, 3.689)
H (1.386, 3.828, 2.204)
H (0.906, 3.633, 0.512)
H (2.630, 3.789, 0.917)
H (3.447, 3.271, 2.987)
H (4.694, -0.271, 5.005)
H (1.858, -1.547, 1.558)
H (5.657, -4.590, 5.701)
H (4.559, -6.789, 6.116)
H (2.292, -7.221, 5.308)
H (0.952, -5.465, 4.198)
H (1.211, -2.686, 3.389)
C (-2.131, 2.281, 4.496)
C (-1.775, 3.203, 3.320)
C (-0.967, 4.400, 3.838)
C (-3.032, 3.709, 2.619)
N (-0.905, 2.446, 2.396)
N (-1.335, 2.096, 1.099)
H (-2.825, 2.789, 5.159)
H (-1.242, 2.032, 5.073)
H (-2.598, 1.359, 4.151)
H (-1.547, 4.936, 4.583)
H (-0.735, 5.086, 3.027)
H (-0.043, 4.071, 4.306)
H (-3.612, 4.291, 3.328)
H (-3.663, 2.893, 2.269)
H (-2.784, 4.362, 1.784)
H (-0.488, 1.647, 2.859)
H (-1.451, 2.957, 0.561)
H (-2.257, 1.642, 1.115)
O (0.738, 2.072, -1.770)
S (1.755, 3.187, -1.932)
C (2.137, 3.171, -3.698)
C (1.155, 3.381, -4.649)
C (1.507, 3.363, -5.988)
C (2.822, 3.127, -6.359)
C (3.797, 2.915, -5.396)
C (3.456, 2.933, -4.055)
C (0.723, 4.676, -1.821)
C (1.333, 5.917, -1.758)
C (0.544, 7.047, -1.612)
C (-0.836, 6.932, -1.520)
C (-1.434, 5.682, -1.571)
C (-0.653, 4.547, -1.717)
H (0.139, 3.576, -4.346)
H (0.755, 3.564, -6.734)
H (3.090, 3.124, -7.403)
H (4.823, 2.754, -5.688)
H (4.208, 2.794, -3.294)
H (2.405, 6.000, -1.831)
H (1.010, 8.018, -1.571)
H (-1.449, 7.815, -1.417)
H (-2.508, 5.585, -1.502)
H (-1.097, 3.562, -1.773)

Values from the calculation:
Net charge: +3
Gap between HOMO and LUMO (alpha / beta), eV: 5.02 / 3.63
ΔE to the lowest compared entry with this formula, charge and spin, kcal/mol: 84.3
E_LUMO (alpha / beta), eV: -9.411 / -10.799
E_HOMO (alpha / beta), eV: -14.43 / -14.43
<S²>: 0.7790
Spin multiplicity: 2

***

Formula: C4H13NO
Source: OMol25
Level of theory: the ωB97M-V functional and the def2-TZVPD basis

Atoms and positions in Å:
C (-0.647, 1.640, 1.902)
C (0.031, 0.506, 1.190)
C (0.046, 0.674, -0.351)
C (1.401, 0.133, 1.764)
N (-2.073, 1.762, 1.553)
H (-0.146, 2.590, 1.682)
H (-0.539, 1.473, 2.983)
H (-0.548, -0.415, 1.333)
H (0.936, 1.232, -0.645)
H (-0.795, 1.275, -0.696)
H (-0.051, -0.318, -0.781)
H (1.289, 0.143, 2.859)
H (1.757, -0.873, 1.560)
H (2.187, 0.868, 1.583)
H (-2.448, 0.874, 1.267)
H (-2.588, 1.893, 2.408)
H (1.431, -4.073, -5.894)
H (0.355, -4.434, -4.822)
O (1.077, -3.807, -5.034)

Values from the calculation:
Net charge: 0
Gap between HOMO and LUMO, eV: 10.36
ΔE to the lowest compared entry with this formula, charge and spin, kcal/mol: 13.6
E_LUMO, eV: 1.021
SMILES string: CC(C)CN.O
E_HOMO, eV: -9.33

***

> Among the records above, which one has the lowest ΔE to the lowest compared entry with this formula, charge and spin?

C19H24O5